A molecular structure, C12H13F6NOTi in a non-equilibrium geometry, computed with the ωB97M-V functional and the def2-TZVPD basis.

Structure (XYZ):
```
34
Properties=species:S:1:pos:R:3
C 0.16 -1.46 -2.63
C -1.13 -1.39 -2.02
C -1.05 -2.00 -0.73
C 0.30 -2.44 -0.54
C 1.06 -2.09 -1.71
Ti 0.36 -0.15 -0.78
C -0.79 1.44 -1.66
C 0.54 1.80 -2.27
C 0.66 2.70 -3.31
N 1.58 1.10 -1.70
H -1.89 -2.18 -0.06
H -2.04 -0.98 -2.46
H 0.66 -3.03 0.30
H 2.09 -2.36 -1.89
H 0.41 -1.14 -3.64
H -1.57 1.19 -2.37
H 2.54 1.30 -1.96
H -1.13 2.17 -0.90
H -0.26 3.10 -3.73
H 1.62 2.95 -3.76
C -1.53 -0.31 2.42
C -0.06 0.02 2.30
O 0.50 -0.19 1.03
C 0.20 1.53 2.61
F -0.36 1.93 3.79
F 1.51 1.86 2.62
F -0.38 2.28 1.61
C 0.73 -0.89 3.30
F 0.24 -0.81 4.57
F 0.61 -2.19 2.90
F 2.05 -0.61 3.34
H -2.09 0.15 1.59
H -1.89 0.07 3.37
H -1.65 -1.40 2.39
```

Summary:
E ... -55614.95632 eV
Multiplicity ... 2
Gap between HOMO and LUMO (alpha / beta) ... 5.6 / 6.3 eV
HOMO (alpha / beta) ... -0.090 / -0.117 hartree
F_max ... 0.0799 hartree/bohr
Net charge ... -1

Atomic partial charges in e from the Mulliken method, atoms 1 to 4: -0.415 -0.659 -0.338 -0.658